2 unconnected molecules or ions with the total composition C4H12 at a distorted geometry. Source: the Open Molecules 2025 dataset; level of theory: the ωB97M-V functional and the def2-TZVPD basis.

Each line ends with the Löwdin spin population.
Positions of all 16 atoms, in Å:
1 C -1.30019 0.85641 -0.55347  0.162
2 C -2.09246 -0.37157 -0.90630  0.110
3 H -1.18495 0.89338 0.52634  -0.001
4 H -0.35950 0.83500 -1.16128  0.074
5 H -1.95166 1.71226 -0.78766  0.040
6 H -1.56558 -1.35518 -0.90010  0.040
7 H -2.71614 -0.32180 -1.79797  0.003
8 H -2.81500 -0.65770 -0.11750  0.042
9 C 1.95977 0.13464 1.33045  0.108
10 C 1.47942 -0.59463 0.11866  0.207
11 H 1.12786 0.10712 2.04911  0.006
12 H 2.88238 -0.31834 1.67995  0.033
13 H 2.07299 1.23602 1.27064  0.044
14 H 1.06875 -1.57234 0.47984  0.046
15 H 2.23934 -0.87522 -0.61440  0.007
16 H 0.67940 -0.09075 -0.51576  0.081

Forces on atoms 1 to 6 (eV/Å):
-2.39 -1.61 1.12
-0.49 -0.73 0.06
0.75 0.04 -0.06
0.39 0.56 -0.36
0.91 0.60 -0.63
0.12 0.32 -0.20

2S+1: 2
Highest occupied orbital energy (alpha / beta) in eV: -17.07 / -16.15
HOMO-LUMO gap (alpha / beta) in eV: 14.172 / 4.852
Total charge: +1
LUMO level (alpha / beta) in eV: -2.90 / -11.30
Energy above the lowest of the compared OMol25 structures with the same formula, charge and spin in kcal/mol: 16.9